Here is a cluster of 11 separate species, C66H158N4O21 in total in a non-equilibrium geometry from OMol25. Energies are from ωB97M-V/def2-TZVPD.

Results
* LUMO energy: 0.404 eV
* 2S+1: 1
* structure (SMILES): CCN(CC)CC.CCN(CC)CC.CCN(CC)CC.CCN(CC)CC.COCCOCCOC.COCCOCCOC.COCCOCCOC.COCCOCCOC.COCCOCCOC.COCCOCCOC.COCCOCCOC
* charge: 0

The geometry in XYZ format:
```
249
C66H158N4O21, DFT ωB97M-V/def2-TZVPD
C 3.62410 1.11306 5.88529
C 2.90335 2.05529 6.78762
N 2.06484 2.99444 6.02501
C 2.82274 4.03338 5.38998
C 2.11898 4.78619 4.26664
C 1.07603 3.53076 6.88806
C 0.05417 2.51849 7.41624
H 2.93878 0.42969 5.37144
H 4.23021 0.34452 6.40000
H 4.35523 1.47621 5.10742
H 2.24687 1.39043 7.37203
H 3.58136 2.56434 7.50212
H 3.07509 4.78407 6.18176
H 3.79664 3.69371 5.08487
H 2.82505 5.44840 3.79669
H 1.79770 4.03481 3.50132
H 1.23158 5.35271 4.62656
H 0.56044 4.32842 6.31837
H 1.44835 4.08337 7.77647
H -0.40364 2.03368 6.58762
H -0.74786 2.97430 7.97767
H 0.43397 1.77126 8.07802
C -4.63230 5.15790 2.58980
C -3.25963 4.57707 2.27606
N -2.62076 4.13509 3.43809
C -2.21657 5.13445 4.37335
C -2.50316 4.83019 5.84690
C -1.75451 2.91710 3.38529
C -2.29782 1.64967 4.06685
H -4.49619 5.93169 3.33941
H -5.29267 4.37141 2.99399
H -5.05747 5.53416 1.65215
H -3.33427 3.71577 1.59229
H -2.63343 5.32673 1.71189
H -1.17581 5.34546 4.40242
H -2.64255 6.08656 4.10886
H -2.33987 5.72106 6.45165
H -3.51701 4.55699 6.10889
H -1.85431 4.09952 6.31853
H -0.79840 3.18515 3.84928
H -1.51635 2.74958 2.30485
H -2.35907 1.85054 5.17193
H -1.70243 0.77608 3.94629
H -3.30811 1.47315 3.73393
C -6.89698 0.39475 -0.29957
C -7.71332 -0.00243 0.91752
N -8.91641 0.85835 1.11255
C -9.87173 0.68975 0.04748
C -10.57897 2.00922 -0.27774
C -9.56992 0.67151 2.42413
C -8.76604 1.14771 3.66986
H -6.45728 1.40105 -0.27506
H -7.55446 0.49702 -1.15760
H -6.11929 -0.35511 -0.54944
H -8.12294 -1.00185 0.76010
H -7.14922 0.00922 1.81968
H -9.44545 0.22524 -0.79863
H -10.61639 -0.05868 0.37849
H -9.97009 2.74705 -0.83108
H -11.50541 1.78001 -0.85561
H -10.74031 2.55434 0.64005
H -9.90163 -0.43615 2.55331
H -10.48262 1.26549 2.43434
H -8.39388 2.16495 3.59088
H -7.91142 0.50199 3.84209
H -9.48504 1.07524 4.57124
C -0.17750 -0.99643 5.78711
C -0.77264 -2.07110 4.84685
N 0.13943 -2.28429 3.66641
C -0.57399 -2.85882 2.50281
C -1.32953 -1.76983 1.84173
C 1.20851 -3.17074 4.17757
C 2.35623 -3.31805 3.11687
H 0.74089 -1.33555 6.32446
H -1.00181 -0.64022 6.44377
H 0.11410 -0.11872 5.19759
H -0.96576 -3.00376 5.40180
H -1.74664 -1.59753 4.45587
H -1.21976 -3.72713 2.90307
H 0.15720 -3.34840 1.83573
H -1.72535 -2.01131 0.82393
H -0.72624 -0.85236 1.76380
H -2.20667 -1.51056 2.43849
H 1.61202 -2.72661 5.04722
H 0.85274 -4.23020 4.38721
H 2.05374 -3.79337 2.18542
H 2.66969 -2.26019 2.87089
H 3.18814 -3.87865 3.56212
C -1.43450 -4.42860 -5.55825
O -1.18763 -4.17990 -4.21670
C -0.62059 -5.25079 -3.52543
C 0.15767 -4.68176 -2.32148
O 1.36761 -4.02512 -2.71335
C 2.02660 -3.49722 -1.56778
C 2.76453 -4.43624 -0.62593
O 1.77956 -5.04580 0.25194
C 2.25203 -6.14764 1.01324
H -0.50437 -4.53071 -6.14377
H -1.98597 -3.61042 -6.01551
H -2.04735 -5.34090 -5.71767
H 0.12470 -5.80033 -4.08235
H -1.44069 -5.91013 -3.13091
H 0.42321 -5.47576 -1.57013
H -0.47121 -3.92730 -1.80264
H 1.36986 -2.86297 -0.90052
H 2.79224 -2.79796 -1.93006
H 3.48956 -3.89813 -0.08185
H 3.24003 -5.28360 -1.15751
H 1.43691 -6.55174 1.58134
H 3.04519 -5.77933 1.67709
H 2.64975 -6.90429 0.38837
C -2.77731 0.54660 -0.96956
O -2.25686 0.55047 -2.25771
C -1.35270 -0.49660 -2.45926
C 0.12059 -0.18938 -2.30815
O 0.36450 -0.04288 -0.90229
C 1.75661 0.15546 -0.66404
C 2.07198 0.02482 0.82383
O 1.49405 1.12816 1.43398
C 1.53926 0.78810 2.87346
H -3.19566 1.50164 -0.75531
H -2.08195 0.36378 -0.14662
H -3.53259 -0.19569 -0.90826
H -1.59167 -0.85770 -3.45634
H -1.62667 -1.36162 -1.83535
H 0.37967 0.73932 -2.83222
H 0.73724 -0.98979 -2.68050
H 2.05689 1.13830 -0.93873
H 2.29937 -0.53197 -1.32997
H 3.21901 -0.00332 0.90825
H 1.62315 -0.92698 1.21011
H 1.04606 1.53783 3.47310
H 2.63770 0.73023 3.14192
H 1.05465 -0.16809 3.05989
C 6.85564 -5.11175 -3.51881
O 6.35765 -4.02071 -4.22028
C 4.98472 -3.61744 -3.91797
C 4.71138 -2.26599 -4.66767
O 3.48100 -1.68380 -4.33989
C 2.32014 -2.07452 -5.07920
C 1.44613 -0.92705 -5.59362
O 1.85933 -0.38510 -6.87060
C 0.97180 0.65716 -7.29201
H 6.78458 -5.05783 -2.43767
H 7.91417 -5.22081 -3.77738
H 6.31577 -6.02446 -3.82726
H 4.85565 -3.37259 -2.84978
H 4.23981 -4.43651 -4.22740
H 4.79822 -2.48912 -5.70823
H 5.55792 -1.58777 -4.42994
H 1.75010 -2.68957 -4.40827
H 2.59366 -2.64956 -5.96702
H 1.35977 -0.07429 -4.88190
H 0.44585 -1.24276 -5.68334
H 0.04310 0.36465 -7.79370
H 1.61395 1.21829 -7.99584
H 0.67861 1.29856 -6.46023
C 5.79321 -1.42076 -1.43355
O 5.51476 -2.47546 -0.50309
C 6.54062 -2.51118 0.52709
C 5.98354 -3.40751 1.54920
O 5.69706 -4.74321 1.12619
C 6.80862 -5.59118 0.85480
C 6.28419 -6.98079 0.54005
O 5.93588 -7.12572 -0.81173
C 5.82325 -8.47190 -1.27276
H 4.85087 -1.32919 -2.07990
H 6.61408 -1.56717 -2.18464
H 5.89304 -0.48171 -0.87556
H 6.84530 -1.45970 0.75036
H 7.44438 -2.94813 0.07886
H 5.07129 -2.95753 1.92031
H 6.64982 -3.39408 2.42638
H 7.53792 -5.63980 1.63964
H 7.36356 -5.17745 -0.02253
H 5.43066 -7.28651 1.15697
H 7.09512 -7.69858 0.80955
H 4.95778 -9.00238 -0.88355
H 6.69900 -9.06579 -0.95766
H 5.78043 -8.34938 -2.36170
C 5.99257 5.03724 1.42014
O 4.76488 4.35960 1.07949
C 4.74832 2.96755 1.48246
C 5.53531 1.99837 0.58237
O 4.79632 1.56568 -0.55069
C 4.60099 2.59586 -1.47094
C 4.38028 1.96677 -2.85379
O 4.23476 2.91918 -3.84349
C 3.80611 2.35244 -5.03375
H 5.95862 5.08491 2.51183
H 5.88333 6.01342 0.96110
H 6.93879 4.60965 1.12825
H 3.70492 2.63926 1.51727
H 5.18839 2.90449 2.52229
H 5.73868 1.07284 1.17555
H 6.53393 2.40742 0.25838
H 5.35626 3.36818 -1.52392
H 3.66258 3.05695 -1.24028
H 3.41646 1.37260 -2.76872
H 5.16202 1.25695 -3.08340
H 2.80479 1.85826 -4.89673
H 4.54761 1.57558 -5.39854
H 3.66417 3.11208 -5.77674
C 0.97770 6.20971 0.60375
O 0.08312 5.34589 0.02964
C 0.28945 4.03102 0.33654
C -0.51895 3.09420 -0.47949
O -0.60876 3.47927 -1.83400
C 0.74631 3.63676 -2.32647
C 0.75961 3.80397 -3.90509
O 0.32668 2.68749 -4.66219
C -1.08263 2.43685 -4.60418
H 0.81373 6.32533 1.69408
H 0.99837 7.14740 0.09412
H 2.03504 5.89012 0.43156
H 0.23560 3.82607 1.43591
H 1.35535 3.86893 0.08558
H -1.54439 3.03978 -0.12043
H -0.16254 2.06713 -0.49301
H 1.35881 2.78213 -2.14074
H 1.25297 4.53502 -1.93222
H 1.83752 3.96875 -4.14572
H 0.20057 4.75742 -4.17581
H -1.39792 2.25954 -3.57822
H -1.33648 1.54707 -5.21871
H -1.64820 3.29378 -5.05672
C -9.73650 -2.63483 -1.76112
O -8.55944 -1.89097 -2.03118
C -8.60830 -1.49767 -3.43433
C -7.49346 -0.54185 -3.77696
O -6.30809 -1.34194 -3.86608
C -5.09933 -0.76958 -3.76468
C -4.63640 0.13751 -4.87969
O -5.38035 1.30914 -4.78855
C -4.69028 2.45177 -5.38899
H -9.73976 -2.72439 -0.67490
H -9.64224 -3.65671 -2.14873
H -10.63291 -2.27321 -2.26775
H -9.56607 -1.00255 -3.56612
H -8.57202 -2.38924 -4.05195
H -7.34518 0.11502 -2.97263
H -7.73416 -0.00780 -4.71859
H -4.32090 -1.56968 -3.64049
H -5.00870 -0.23256 -2.82540
H -4.91556 -0.38523 -5.79466
H -3.58735 0.36276 -4.84451
H -4.09839 2.18904 -6.23539
H -4.24491 2.98047 -4.58551
H -5.43580 3.14595 -5.89490
```